# 1
The following is a quantum chemistry calculation of a molecular structure, C28H34N3NaO5S4Sb2 in a non-equilibrium geometry, from OMol25.

```
77
Properties=species:S:1:pos:R:3
Na 0.78943 0.60521 1.27070
O 6.82914 2.21808 5.18406
C 5.81021 2.03072 4.52684
S 5.71010 2.17898 2.78187
C 3.99844 1.75773 2.57073
C 3.32293 1.47440 3.70772
S 1.64812 1.02565 3.86350
S 4.25743 1.57911 5.21018
S 3.40064 1.73638 0.93852
C 0.01017 -0.45934 -3.80857
Sb 0.22686 0.57088 -1.91715
C -1.69301 1.52834 -2.13540
C 1.37334 2.25111 -2.88341
C 0.55348 3.44427 -3.24657
C -0.11652 3.46272 -4.47728
C -0.95472 4.50114 -4.85748
C -1.13266 5.58031 -3.99917
C -0.45000 5.59629 -2.79031
C 0.39326 4.55317 -2.38859
C 1.10423 4.65770 -1.07178
Sb 0.20614 3.50483 0.55655
C 1.32099 4.58049 2.03703
C -1.50281 4.83621 0.69685
H -0.24333 0.25297 -4.59938
H -0.79052 -1.20232 -3.71574
H 0.94340 -0.97569 -4.05048
H -1.96171 1.64028 -3.18766
H -1.68036 2.51199 -1.65958
H -2.42162 0.89463 -1.62187
H 1.80353 1.78496 -3.77557
H 2.18160 2.47239 -2.18124
H 0.03521 2.62638 -5.15496
H -1.46524 4.46870 -5.81368
H -1.78782 6.40175 -4.26934
H -0.56408 6.44885 -2.12619
H 1.11437 5.68986 -0.72100
H 2.13467 4.29369 -1.12452
H 1.14300 5.65876 1.95891
H 2.37902 4.35451 1.88183
H 1.04011 4.21930 3.02974
H -1.17647 5.86653 0.85834
H -2.13062 4.51627 1.53467
H -2.09684 4.78357 -0.22260
N 1.52416 -2.34332 -1.53272
C 1.12606 -3.27654 -0.96854
N 0.67389 -4.35584 -0.31679
C -0.69673 -4.42202 0.22776
C -1.35224 -5.74761 -0.18366
C -0.89374 -6.14415 -1.58644
C 0.61726 -6.45506 -1.59664
C 1.34051 -5.63943 -0.51541
H -1.25271 -3.57227 -0.16398
H -0.66598 -4.33413 1.31396
H -2.43504 -5.62909 -0.14007
H -1.08654 -6.54393 0.52074
H -1.10161 -5.31405 -2.26504
H -1.45340 -7.00847 -1.94408
H 1.03458 -6.21254 -2.57683
H 0.79363 -7.51982 -1.41637
H 2.38083 -5.46783 -0.77584
H 1.32119 -6.17060 0.43783
O -1.59914 -1.46685 -0.34833
C -1.44401 -0.82094 0.71238
O -1.15045 0.40003 0.83484
C -1.55748 -1.57393 2.02992
C -0.38299 -1.91246 2.69547
C -0.42180 -2.55480 3.92357
C -1.63924 -2.87798 4.49497
C -2.80188 -2.54882 3.81671
C -2.77918 -1.89655 2.59482
N -4.10204 -2.91402 4.40946
O -5.10385 -2.54686 3.85699
O -4.10843 -3.57082 5.41884
H 0.57197 -1.67647 2.24150
H 0.50149 -2.79528 4.43339
H -1.70835 -3.35762 5.45932
H -3.71018 -1.65172 2.09975
```

As for the multiplicity: 1. As for the total charge: -2.

# 2
The following is a quantum chemistry calculation of 2 unconnected molecules or ions with the total composition C2H3F2NO2S in a non-equilibrium geometry, from OMol25.

```
11
Properties=species:S:1:pos:R:3
C -0.73623 -0.11483 -3.19216
C -0.17184 -0.21471 1.93186
N -0.48576 -0.50171 -2.15969
O 0.37631 0.85863 -0.34555
O 2.18998 0.78623 1.37139
F -0.27449 -1.53567 2.31387
F -1.42513 0.13156 1.70217
S 1.21429 -0.04601 0.67943
H -0.99474 0.18407 -4.21366
H -0.13372 0.26395 -0.89048
H 0.44133 0.18846 2.80282
```

As for the multiplicity: 1.

# 3
The following is a quantum chemistry calculation of a molecular structure, C8H22N2O10P2Sn in a non-equilibrium geometry, from OMol25.

```
45
Properties=species:S:1:pos:R:3
Sn 29.98647 1.37358 -11.01436
P 31.50030 -3.92089 -9.40802
O 31.37548 -3.74723 -7.85497
O 31.89538 -5.39972 -9.70525
O 32.53867 -2.94102 -10.06890
O 30.12164 -3.70655 -10.02638
P 32.84859 4.52000 -7.56027
O 31.89289 5.30421 -8.50875
O 33.55632 5.49971 -6.58544
O 33.88781 3.90338 -8.56022
O 32.12806 3.27379 -6.92642
C 26.21712 7.96084 -11.77269
C 26.55162 6.55444 -12.31150
C 27.54259 6.60956 -13.50921
O 27.52610 5.36543 -14.20095
C 28.11637 5.26455 -15.45099
N 26.92480 5.76723 -11.16510
H 27.10356 8.26015 -11.21347
H 25.37971 8.01876 -11.07735
H 26.02286 8.70982 -12.54041
H 25.61175 6.14403 -12.68073
H 28.57400 6.79730 -13.21075
H 27.28824 7.46416 -14.13616
H 27.87988 4.27608 -15.84484
H 29.19196 5.42383 -15.37456
H 27.77394 5.98864 -16.19027
H 26.35074 6.06164 -10.38801
H 27.86368 6.02076 -10.89246
C 25.68342 1.23672 -3.74602
C 26.57531 -0.00381 -3.46020
C 25.90325 -1.19822 -2.86552
O 25.12592 -0.89897 -1.71680
C 24.18548 -1.95450 -1.37107
N 27.13592 -0.40005 -4.75388
H 24.83631 0.85327 -4.31476
H 26.15488 1.99793 -4.36762
H 25.29736 1.64732 -2.81304
H 27.32482 0.34483 -2.74972
H 26.67185 -1.93652 -2.63689
H 25.19662 -1.60189 -3.59066
H 24.78551 -2.85541 -1.24293
H 23.37551 -2.21001 -2.05428
H 23.76732 -1.69553 -0.39836
H 27.73866 -1.20037 -4.62624
H 27.88727 0.23676 -4.97756
```

As for the multiplicity: 1. As for the total charge: -4.

Which E_HOMO belongs to each record? In order, -0.78; -9.42; 5.19 eV.
Which energy above the lowest of the compared OMol25 structures with the same formula, charge and spin belongs to each record? In order, 126.8; 86.6; 615.8 kJ/mol.